[1]
DFT (ωB97M-V with the def2-TZVPD basis set) results for the molecule C22H28N4O3.

SMILES	Cc1ccc(C)c(N(CC(=O)NC(C)C)C(=O)CCC(=O)Nc2ccccn2)c1
HOMO level	-8.7683	eV
lowest unoccupied orbital energy	0.70	eV
Kohn-Sham gap	9.47	eV

Last column: natural (NBO) charge in e.
Atoms and positions in Å:
C  -3.05  -1.14  -2.73  -0.64
C  -2.07  -1.15  -1.60  -0.02
C  -2.24  -1.97  -0.49  -0.20
C  -1.29  -2.00  0.51  -0.19
C  -0.14  -1.22  0.45  -0.03
C  0.92  -1.34  1.50  -0.65
C  0.00  -0.36  -0.64  0.12
N  1.16  0.46  -0.79  -0.45
C  2.17  -0.04  -1.71  -0.31
C  3.27  -0.80  -0.96  0.67
O  3.36  -2.01  -0.99  -0.64
N  4.08  0.01  -0.27  -0.63
C  5.17  -0.46  0.57  -0.06
C  6.47  0.19  0.13  -0.61
C  4.86  -0.15  2.04  -0.61
C  1.36  1.62  -0.16  0.71
O  2.39  2.27  -0.31  -0.66
C  0.26  2.12  0.77  -0.49
C  -0.80  2.95  0.03  -0.50
C  -2.05  2.19  -0.38  0.71
O  -2.50  2.22  -1.50  -0.61
N  -2.64  1.53  0.66  -0.62
C  -3.75  0.69  0.65  0.37
C  -4.66  0.62  -0.40  -0.28
C  -5.71  -0.27  -0.27  -0.15
C  -5.82  -1.04  0.88  -0.29
C  -4.87  -0.87  1.87  0.05
N  -3.86  -0.03  1.77  -0.46
C  -0.94  -0.35  -1.66  -0.17
H  -4.00  -1.59  -2.43  0.21
H  -2.65  -1.70  -3.58  0.22
H  -3.23  -0.12  -3.06  0.23
H  -3.11  -2.60  -0.42  0.21
H  -1.43  -2.66  1.36  0.21
H  1.67  -2.06  1.16  0.25
H  0.50  -1.70  2.43  0.22
H  1.43  -0.39  1.68  0.21
H  1.70  -0.71  -2.43  0.23
H  2.62  0.82  -2.23  0.23
H  3.88  1.00  -0.27  0.43
H  5.22  -1.54  0.43  0.23
H  7.30  -0.17  0.73  0.21
H  6.67  -0.03  -0.91  0.22
H  6.41  1.27  0.25  0.20
H  5.68  -0.48  2.67  0.21
H  3.95  -0.65  2.35  0.21
H  4.73  0.93  2.17  0.20
H  0.76  2.76  1.50  0.24
H  -0.19  1.28  1.30  0.22
H  -0.37  3.40  -0.86  0.25
H  -1.14  3.76  0.68  0.24
H  -2.17  1.52  1.56  0.41
H  -4.53  1.24  -1.27  0.26
H  -6.44  -0.36  -1.06  0.22
H  -6.63  -1.75  1.00  0.22
H  -4.91  -1.43  2.79  0.20
H  -0.79  0.31  -2.50  0.22

---

[2]
DFT (ωB97M-V with the def2-TZVPD basis set) results for the molecule C22H28N4O4S at a distorted geometry.

SMILES	CCN(CC)c1ccc(/C=N/NC(=O)c2cccc(S(=O)(=O)N3CCOCC3)c2)cc1
HOMO level	-7.5948	eV
lowest unoccupied orbital energy	0.18	eV
Kohn-Sham gap	7.78	eV

Last column: natural (NBO) charge in e.
Atoms and positions in Å:
C  4.54  3.47  3.77  -0.62
C  5.37  2.21  3.57  -0.20
N  4.88  1.06  4.31  -0.42
C  5.32  0.93  5.68  -0.20
C  4.25  1.35  6.70  -0.62
C  3.92  0.24  3.80  0.20
C  3.53  -0.94  4.46  -0.28
C  2.58  -1.78  3.92  -0.15
C  1.97  -1.51  2.70  -0.17
C  0.99  -2.41  2.15  0.08
N  0.45  -2.20  1.01  -0.26
N  -0.44  -3.09  0.55  -0.43
C  -1.13  -2.99  -0.62  0.64
O  -1.99  -3.81  -0.89  -0.59
C  -0.81  -1.84  -1.52  -0.08
C  0.45  -1.27  -1.63  -0.16
C  0.67  -0.22  -2.51  -0.22
C  -0.37  0.27  -3.28  -0.17
C  -1.62  -0.30  -3.17  -0.34
S  -2.97  0.38  -4.14  2.34
O  -3.91  -0.67  -4.41  -0.93
O  -2.41  1.12  -5.23  -0.94
N  -3.75  1.48  -3.17  -0.68
C  -4.60  1.00  -2.11  -0.26
C  -3.88  1.04  -0.76  -0.09
O  -3.34  2.32  -0.51  -0.53
C  -2.42  2.70  -1.51  -0.09
C  -3.10  2.73  -2.89  -0.26
C  -1.85  -1.36  -2.32  -0.18
C  2.34  -0.33  2.04  -0.15
C  3.28  0.52  2.57  -0.24
H  4.90  4.26  3.11  0.21
H  4.61  3.82  4.79  0.20
H  3.49  3.28  3.54  0.21
H  5.42  1.95  2.51  0.20
H  6.40  2.40  3.89  0.20
H  6.20  1.56  5.81  0.20
H  5.63  -0.10  5.88  0.19
H  3.35  0.76  6.57  0.21
H  3.99  2.40  6.58  0.21
H  4.63  1.20  7.71  0.21
H  3.97  -1.21  5.40  0.21
H  2.32  -2.68  4.46  0.21
H  0.74  -3.29  2.75  0.15
H  -0.70  -3.89  1.13  0.38
H  1.27  -1.65  -1.04  0.24
H  1.66  0.20  -2.60  0.22
H  -0.22  1.08  -3.98  0.24
H  -4.91  -0.01  -2.37  0.24
H  -5.49  1.64  -2.06  0.20
H  -4.57  0.84  0.06  0.20
H  -3.07  0.29  -0.74  0.17
H  -2.07  3.69  -1.24  0.20
H  -1.57  2.00  -1.53  0.17
H  -2.39  2.92  -3.69  0.24
H  -3.86  3.52  -2.90  0.20
H  -2.82  -1.83  -2.29  0.26
H  1.86  -0.09  1.11  0.22
H  3.51  1.42  2.02  0.21